No. 1
Molecular formula: C4H14N2O
Method: DFT, ωB97M-V with the def2-TZVPD basis set

```
21
Properties=species:S:1:pos:R:3
N -1.2922 1.3323 1.2957
C -0.6095 0.3163 2.1084
O -1.2656 -0.9858 2.0087
H -2.3045 1.2440 1.4688
H -1.0677 2.2729 1.6158
H 0.3650 0.3400 1.6975
H -0.5564 0.5181 3.1620
C 1.6671 -0.7450 -0.4041
C 0.7221 0.1486 -1.1840
C 1.3511 0.4937 -2.5383
N -0.5801 -0.6040 -1.2174
H 1.2650 -0.9233 0.5807
H 1.8458 -1.6805 -0.9715
H 2.6561 -0.3209 -0.2217
H 0.5498 1.0438 -0.6219
H 1.7113 -0.3838 -3.0940
H 2.2281 1.1565 -2.4138
H 0.5984 0.9800 -3.1942
H -1.1860 -1.2593 1.0066
H -1.2511 -0.0229 -1.7385
H -0.4079 -1.4568 -1.7856
```

Values from the calculation:
Gap between HOMO and LUMO = 0.3826 Ha
Strongest force on any atom = 3.1 eV/A
LUMO = 1.03 eV
Molar mass = 106.2 g/mol
Charge = 0
SMILES = CC(C)N.NCO
ΔE to the lowest compared entry with this formula, charge and spin = 30.5 kcal per mole
Energy = -9402.286 eV

---

No. 2
Molecular formula: C4H14N2O
Method: DFT, ωB97M-V with the def2-TZVPD basis set

```
21
Properties=species:S:1:pos:R:3
C 0.1311 -1.7839 -0.3697
C 1.3639 -0.7953 -0.5725
C 2.2400 -0.7143 0.6718
O -0.6714 -1.4808 0.7182
H -0.7747 -0.4553 0.8002
H 0.5404 -2.7850 -0.2032
H -0.4441 -1.7897 -1.3089
H 1.9367 -1.2048 -1.4065
H 1.0393 0.1980 -0.8920
H 2.6294 -1.6979 0.9224
H 3.0848 -0.0450 0.5122
H 1.6588 -0.3698 1.5228
C -1.6831 1.8795 -0.0641
N -0.7333 1.2438 0.8728
N -2.0891 1.0027 -1.1297
H -1.2978 0.7533 -1.7142
H -2.4691 0.1405 -0.7514
H -0.8646 1.5599 1.8258
H 0.2420 1.3980 0.5930
H -1.2543 2.7837 -0.5157
H -2.5849 2.1626 0.4887
```

Values from the calculation:
Gap between HOMO and LUMO = 0.3771 Ha
Strongest force on any atom = 1.8 eV/A
LUMO = 0.84 eV
Molar mass = 106.2 g/mol
Charge = 0
SMILES = CCCO.NCN
ΔE to the lowest compared entry with this formula, charge and spin = 26.4 kcal per mole
Energy = -9402.462 eV

---

No. 3
Molecular formula: C4H14N2O
Method: DFT, ωB97M-V with the def2-TZVPD basis set

```
21
Properties=species:S:1:pos:R:3
C 1.5223 0.2565 -0.1106
C 1.3479 1.5772 -0.7418
N 2.5927 2.4994 -0.4903
H 0.3303 -0.1918 -0.3457
H 2.2716 -0.3559 -0.6132
H 1.6631 0.3110 0.9710
H 1.2492 1.5142 -1.8209
H 0.4817 2.1287 -0.3704
H 2.7087 2.5793 0.5173
H 2.5347 3.4382 -0.8840
H 3.3990 2.0013 -0.8577
C -1.9774 -0.7435 -0.3666
O -0.8597 -0.1715 -0.9275
C -1.6073 -1.8191 0.6492
N -2.7862 -2.4953 1.2151
H -2.6195 -0.0016 0.1474
H -2.6246 -1.2252 -1.1183
H -0.9992 -2.5666 0.1307
H -0.9798 -1.3649 1.4198
H -2.5044 -3.3946 1.5863
H -3.1432 -1.9759 2.0102
```

Values from the calculation:
Gap between HOMO and LUMO = 0.2256 Ha
Strongest force on any atom = 0.4 eV/A
LUMO = -0.41 eV
Molar mass = 106.2 g/mol
Charge = 0
ΔE to the lowest compared entry with this formula, charge and spin = 104.1 kcal per mole
Energy = -9399.093 eV

---

No. 4
Molecular formula: C4H14N2O
Method: DFT, ωB97M-V with the def2-TZVPD basis set

```
21
Properties=species:S:1:pos:R:3
N -1.8821 1.2807 -1.0302
C -1.6754 1.2060 0.4467
C -0.9378 -0.0603 0.8032
N 0.4762 0.0856 0.5115
C 1.2800 -1.0189 1.0460
C 2.7572 -0.7851 0.8006
H -1.6421 2.2196 -1.3452
H -2.8853 1.2746 -1.1880
H -2.6274 1.2448 0.9516
H -1.0433 2.0265 0.7906
H -1.0552 -0.3364 1.8581
H -1.3931 -0.8914 0.2493
H 0.5583 0.0505 -0.4957
H 1.0474 -1.0979 2.1143
H 0.9469 -1.9888 0.6327
H 3.0544 0.1571 1.2648
H 2.9566 -0.7764 -0.2674
H 3.3403 -1.5667 1.2744
H -0.1020 -0.3708 -3.5438
H -0.7092 0.0581 -2.1526
O -0.4642 -0.7110 -2.7208
```

Values from the calculation:
Gap between HOMO and LUMO = 0.3584 Ha
Strongest force on any atom = 0.9 eV/A
LUMO = 0.96 eV
Molar mass = 106.2 g/mol
Charge = 0
SMILES = CCNCCN.O
ΔE to the lowest compared entry with this formula, charge and spin = 22.9 kcal per mole
Energy = -9402.612 eV

---

No. 5
Molecular formula: C4H14N2O
Method: DFT, ωB97M-V with the def2-TZVPD basis set

```
21
Properties=species:S:1:pos:R:3
C 0.6532 -0.8855 2.3336
C 1.0971 -0.5780 0.9454
C 1.9534 0.6891 0.9093
N 0.0237 -0.5603 -0.0134
C 0.1616 -0.9904 -1.3666
N -0.2867 -2.3176 -1.7470
H -0.0708 -1.6871 2.4181
H 1.4808 -1.1383 2.9864
H 0.1868 -0.0195 2.7776
H 1.7573 -1.3941 0.6135
H 2.3640 0.9361 1.8888
H 2.7596 0.6699 0.1837
H 1.3413 1.5610 0.6412
H -0.4051 0.3528 0.0680
H -0.4885 -0.3742 -1.9957
H 1.1533 -0.7945 -1.7979
H -1.2259 -2.5176 -1.4382
H 0.3497 -3.0645 -1.5114
H -4.9125 3.8886 -2.3701
H -3.5140 3.9188 -1.8452
O -4.3784 4.3052 -1.6803
```

Values from the calculation:
Gap between HOMO and LUMO = 0.3447 Ha
Strongest force on any atom = 2.3 eV/A
LUMO = 0.63 eV
Molar mass = 106.2 g/mol
Charge = 0
SMILES = CC(C)NCN.O
ΔE to the lowest compared entry with this formula, charge and spin = 31.9 kcal per mole
Energy = -9402.224 eV

---

No. 6
Molecular formula: C4H14N2O
Method: DFT, ωB97M-V with the def2-TZVPD basis set

```
21
Properties=species:S:1:pos:R:3
C -0.5720 1.7439 -0.3296
C -0.0957 0.2422 -0.1706
C -1.3123 -0.6803 -0.2525
C -0.4432 -2.8315 0.7120
N -0.7404 -1.9948 -0.4607
N -0.2838 2.4542 0.9116
H 0.0152 2.2132 -1.1126
H -1.6618 1.7880 -0.4351
H 0.3782 0.2440 0.8027
H 0.6661 0.0518 -0.9168
H -1.8810 -0.7700 0.6523
H -1.9649 -0.3861 -1.0775
H -0.0784 -3.7615 0.2586
H -1.3513 -2.9430 1.2826
H 0.4212 -2.3804 1.1865
H 0.1242 -1.9692 -1.0095
H -1.0216 2.3722 1.5900
H 0.0374 3.3978 0.7858
H 2.5936 0.9791 -1.2826
H 2.7685 1.6318 0.0883
O 2.8804 0.7913 -0.3739
```

Values from the calculation:
Gap between HOMO and LUMO (spin up / spin down) = 0.3757 / 0.1926 Ha
Strongest force on any atom = 2.2 eV/A
Multiplicity = 2
LUMO (spin up / spin down) = -2.86 / -7.62 eV
Molar mass = 106.2 g/mol
Charge = +1
ΔE to the lowest compared entry with this formula, charge and spin = 21.8 kcal per mole
Energy = -9393.626 eV
Expectation value of S² = 0.7546

---

charge of number 2 (C4H14N2O)? 0

---

Look up the energy of the sixth one. -9393.626 eV